# 1
DFT (ωB97M-V with the def2-TZVPD basis set) results for a structure of composition C6H13N.

Last column: natural (NBO) charge in e.
CARTESIAN COORDINATES (ANGSTROEM)
N (1.064, -0.488, 0.850)  -0.94
C (-0.542, -1.352, -0.109)  0.08
C (-1.311, -0.346, -0.740)  -0.75
C (1.264, 2.233, -0.683)  0.05
C (2.380, 1.998, -0.224)  -0.48
C (-1.101, -2.118, 1.059)  -0.65
C (-0.067, 2.198, -1.093)  -0.78
H (0.126, -1.927, -0.741)  0.20
H (-2.192, 0.036, -0.229)  0.21
H (0.671, -0.002, 1.653)  0.38
H (1.565, 0.225, 0.284)  0.44
H (-0.222, 2.272, -2.169)  0.22
H (-1.581, -0.558, -1.773)  0.24
H (-0.332, -2.655, 1.619)  0.20
H (1.743, -1.166, 1.188)  0.38
H (-0.740, 2.854, -0.541)  0.22
H (-1.632, -1.452, 1.743)  0.21
H (-0.644, 0.828, -0.839)  0.31
H (-1.823, -2.854, 0.695)  0.23
H (3.373, 2.272, 0.048)  0.23

## Properties
strongest force on any atom = 0.992 eV/Å
HOMO-LUMO gap = 7.43 eV
net charge = 0
energy relative to the best compared isomer or geometry (same formula, charge and spin) = 120.2 kcal per mole

# 2
DFT (ωB97M-V with the def2-TZVPD basis set) results for an isolated molecule of C15H17N3O2S at a distorted geometry.

Last column: natural (NBO) charge in e.
CARTESIAN COORDINATES (ANGSTROEM)
S (-0.580, 0.418, -1.322)  0.27
O (-4.905, -1.888, -0.901)  -0.58
O (0.262, 0.792, 1.965)  -0.51
N (-2.937, -0.761, -1.028)  -0.59
N (-2.619, 1.217, 0.167)  -0.34
N (-3.853, 1.123, 0.664)  -0.18
C (2.342, -1.061, 0.782)  0.01
C (4.367, 0.563, -0.303)  -0.02
C (0.148, 1.690, -0.236)  -0.62
C (-5.993, 0.080, 0.956)  -0.64
C (5.441, 1.445, -0.861)  -0.63
C (0.810, 0.921, 0.899)  0.56
C (-4.631, 0.139, 0.365)  0.12
C (5.923, -1.409, -0.424)  -0.63
C (3.124, 1.086, 0.008)  -0.19
C (4.598, -0.799, -0.090)  0.01
C (-4.237, -0.942, -0.554)  0.60
C (1.273, -1.947, 1.341)  -0.64
C (3.581, -1.580, 0.441)  -0.20
C (-2.188, 0.305, -0.638)  0.27
C (2.110, 0.299, 0.549)  -0.11
H (-6.735, 0.030, 0.160)  0.23
H (2.954, 2.144, -0.134)  0.20
H (5.755, 1.093, -1.843)  0.22
H (0.424, -1.994, 0.658)  0.22
H (1.650, -2.955, 1.494)  0.21
H (3.764, -2.633, 0.604)  0.21
H (6.718, -0.930, 0.146)  0.22
H (-6.165, 0.952, 1.579)  0.24
H (6.149, -1.278, -1.481)  0.22
H (0.852, 2.247, -0.848)  0.24
H (-6.093, -0.829, 1.548)  0.23
H (5.927, -2.472, -0.198)  0.22
H (-2.567, -1.448, -1.677)  0.43
H (0.912, -1.555, 2.289)  0.25
H (5.090, 2.469, -0.956)  0.22
H (6.317, 1.438, -0.213)  0.22
H (-0.678, 2.305, 0.122)  0.29

## Properties
strongest force on any atom = 1.337 eV/Å
HOMO-LUMO gap = 9.13 eV
SMILES = Cc1cc(C)c(C(=O)CSc2nnc(C)c(=O)[nH]2)cc1C
net charge = 0
energy relative to the best compared isomer or geometry (same formula, charge and spin) = 21.5 kcal per mole

# 3
DFT (ωB97M-V with the def2-TZVPD basis set) results for a structure of composition C18H18BF4N4Pd at a distorted geometry.

Last column: natural (NBO) charge in e.
CARTESIAN COORDINATES (ANGSTROEM)
Pd (0.050, -1.024, 0.034)  1.05
F (-1.437, -2.612, -0.845)  -0.57
F (-0.467, -3.451, 1.052)  -0.57
F (-1.082, -4.910, -0.639)  -0.52
F (0.694, -3.447, -0.914)  -0.57
N (0.877, -0.741, -1.752)  -0.43
N (1.246, 0.593, 0.729)  -0.46
N (-1.197, 0.765, -0.689)  -0.46
N (-1.099, -0.748, 1.632)  -0.43
C (1.890, -0.169, -4.247)  -0.11
C (-2.177, 0.045, 1.438)  0.22
C (2.581, -1.004, -3.386)  -0.24
C (0.677, 0.368, -3.841)  -0.23
C (-0.526, 1.997, -0.290)  -0.27
C (1.505, 2.940, 0.855)  -0.23
C (-3.026, 0.346, 2.484)  -0.23
C (2.402, 0.432, 1.392)  0.07
C (3.157, 1.503, 1.813)  -0.24
C (2.041, -1.268, -2.143)  0.10
C (2.696, 2.784, 1.537)  -0.12
C (0.794, 1.815, 0.460)  0.23
C (-1.687, -1.021, 3.917)  -0.24
C (0.180, 0.059, -2.590)  0.22
C (-2.455, 0.502, 0.017)  -0.26
C (-1.194, 0.514, -2.134)  -0.26
C (-0.866, -1.278, 2.837)  0.10
C (-2.781, -0.194, 3.739)  -0.11
B (-0.572, -3.696, -0.336)  1.34
H (3.262, 3.651, 1.852)  0.24
H (2.284, 0.058, -5.228)  0.24
H (-3.879, 0.987, 2.308)  0.24
H (4.083, 1.333, 2.343)  0.25
H (-1.469, -1.475, 4.873)  0.25
H (1.119, 3.925, 0.624)  0.24
H (2.522, -1.931, -1.439)  0.24
H (-0.330, 2.610, -1.173)  0.23
H (-2.951, -0.325, -0.493)  0.25
H (-0.012, -1.935, 2.909)  0.24
H (-3.445, 0.027, 4.565)  0.24
H (-1.882, -0.312, -2.325)  0.25
H (-3.135, 1.360, 0.007)  0.21
H (-1.194, 2.584, 0.347)  0.23
H (2.710, -0.588, 1.576)  0.22
H (3.521, -1.456, -3.667)  0.25
H (-1.535, 1.376, -2.715)  0.21
H (0.106, 1.015, -4.493)  0.24

## Properties
strongest force on any atom = 1.184 eV/Å
HOMO-LUMO gap (spin up / spin down) = 8.12 / 8.12 eV
net charge = +1

# 4
DFT (ωB97M-V with the def2-TZVPD basis set) results for a structure of composition C3F5O3S at a distorted geometry.

Last column: natural (NBO) charge in e.
CARTESIAN COORDINATES (ANGSTROEM)
S (-0.720, 1.915, 0.386)  2.42
F (2.208, 0.125, 0.231)  -0.34
F (-0.503, -2.421, -1.482)  -0.32
F (1.763, -1.921, 0.193)  -0.36
F (1.037, -0.863, 1.836)  -0.33
F (-1.812, -0.847, -1.672)  -0.35
O (-1.170, 2.445, -0.887)  -0.93
O (0.624, 2.247, 0.756)  -0.91
O (-1.795, 1.647, 1.351)  -0.91
C (-0.096, -0.344, -0.282)  -0.56
C (1.191, -0.745, 0.519)  0.95
C (-0.726, -1.237, -0.950)  0.66

## Properties
strongest force on any atom = 5.045 eV/Å
HOMO-LUMO gap = 9.74 eV
net charge = -1

# 5
DFT (ωB97M-V with the def2-TZVPD basis set) results for a structure of composition F5Li5 at a distorted geometry.

Last column: natural (NBO) charge in e.
CARTESIAN COORDINATES (ANGSTROEM)
F (3.691, -3.038, 1.917)  -0.93
F (1.009, -0.047, 0.607)  -0.93
F (3.285, -0.123, 0.030)  -0.91
F (0.825, -2.743, 0.739)  -0.92
F (2.338, -1.386, 1.623)  -0.92
Li (2.091, -2.958, 2.012)  0.91
Li (2.753, -1.616, 3.434)  0.96
Li (3.375, -0.062, 1.547)  0.92
Li (3.611, -1.800, 0.784)  0.93
Li (0.981, -1.063, 1.702)  0.90

## Properties
strongest force on any atom = 7.576 eV/Å
HOMO-LUMO gap = 5.56 eV
net charge = 0
energy relative to the best compared isomer or geometry (same formula, charge and spin) = 78.0 kcal per mole

| no. | E (Eh) |
| --- | --- |
| 1 | -290.967198 |
| 2 | -1294.725729 |
| 3 | -1467.969599 |
| 4 | -1237.575490 |
| 5 | -537.140255 |